(1)
C26H22MgN8S2Se2 as an isolated structure, computed with wB97M-V/def2-TZVPD.

- HOMO: -7.2411 eV
- E_LUMO: -1.825 eV
- Relative energy (zero: lowest compared OMol25 entry of this formula, charge and spin): 7.8 kJ/mol

The geometry in XYZ format:
```
61
Properties=species:S:1:pos:R:3:forces:R:3
Se -0.024 3.652 -1.542 0.0 0.0 -0.1
Se 2.351 1.645 0.340 -0.1 -0.1 -0.1
S -2.987 -0.079 2.324 0.0 0.2 0.0
S -1.983 2.768 1.970 0.0 -0.1 0.0
Mg -1.159 0.761 0.936 -0.3 0.4 0.5
N -0.176 -0.845 0.029 0.1 -0.3 -0.1
N 2.364 -6.813 -2.666 0.0 0.1 0.0
N -2.002 0.675 -1.056 0.0 -0.1 -0.1
N -2.985 0.331 -3.610 0.1 0.0 0.1
N -3.462 4.400 4.885 0.0 0.0 0.0
N -4.948 0.282 5.429 0.0 0.0 0.0
N 0.285 0.075 2.442 0.2 -0.1 0.0
N 2.105 -1.051 4.193 -0.1 0.0 -0.1
C 2.411 3.570 0.000 0.0 0.0 0.0
C -1.572 -0.330 -1.824 0.2 -0.1 0.2
C 1.882 -1.576 2.990 0.1 0.0 0.1
C 1.185 -2.764 0.256 0.1 0.0 0.0
C 1.400 0.025 4.517 0.1 -0.1 0.0
C -0.560 -1.234 -1.186 -0.2 0.3 0.0
C 0.669 -1.580 0.755 -0.1 0.2 0.1
C 1.743 -4.514 -2.920 0.0 0.0 -0.1
C -3.421 1.307 -2.824 0.0 0.0 -0.1
C 2.242 -5.712 -3.406 0.0 -0.1 0.1
C 0.967 -1.026 2.111 -0.1 0.0 -0.3
C 1.353 -4.440 -1.590 -0.1 0.2 0.1
C -3.579 1.964 4.020 -0.1 0.1 0.3
C -2.918 1.577 2.879 0.0 -0.1 -0.1
C 0.817 -3.178 -1.020 0.0 -0.1 -0.1
C -0.075 -2.398 -1.751 0.0 -0.1 -0.1
C 1.981 -6.736 -1.393 0.0 0.0 -0.1
C 0.487 0.601 3.639 -0.1 0.0 -0.1
C -2.064 -0.488 -3.107 -0.1 0.0 -0.1
C -2.926 1.492 -1.538 0.0 0.0 0.1
C -0.741 5.400 -2.008 -0.1 -0.1 0.1
C 1.478 -5.582 -0.811 0.0 0.0 0.1
C 1.039 4.213 -0.001 0.0 0.0 0.0
C -4.340 1.025 4.794 0.1 0.2 -0.1
C -3.519 3.316 4.499 0.0 -0.3 -0.1
C 2.484 0.976 -1.487 0.0 0.0 0.0
H 2.460 -2.454 2.728 0.0 0.0 0.0
H 0.485 3.960 0.901 0.0 0.0 0.1
H 1.565 0.451 5.499 0.0 0.0 0.0
H 1.164 -5.589 0.226 0.0 0.0 0.0
H -0.089 1.486 3.886 0.0 0.0 0.0
H 3.026 3.985 0.798 0.0 0.0 0.0
H -1.449 5.251 -2.820 0.0 0.0 0.0
H -3.258 2.289 -0.883 0.0 0.0 0.0
H 2.563 -5.790 -4.438 0.0 0.0 0.0
H 1.121 5.299 -0.063 0.0 0.0 0.0
H -4.180 1.967 -3.225 0.0 0.0 0.0
H 1.872 -3.361 0.840 0.0 0.0 0.0
H 2.078 -7.642 -0.806 0.0 0.0 0.0
H 1.644 1.317 -2.084 0.0 0.0 0.0
H -1.715 -1.285 -3.752 0.0 0.0 0.0
H 2.932 3.715 -0.945 0.0 0.0 0.0
H -1.263 5.817 -1.151 0.0 0.0 0.0
H 3.420 1.301 -1.932 0.0 0.0 0.0
H 1.687 -3.647 -3.567 0.0 0.0 0.0
H -0.404 -2.725 -2.728 0.0 0.0 0.0
H 2.480 -0.112 -1.419 0.0 0.0 0.0
H 0.057 6.059 -2.336 0.0 0.0 0.0
```
Forces are in eV/Å.

---

(2)
C26H22O4S2 in the gas phase at a distorted geometry, computed with wB97M-V/def2-TZVPD.

- HOMO: -7.6778 eV
- E_LUMO: -0.020 eV
- SMILES: O=S(=O)(C=[S@@](=O)(OC(c1ccccc1)c1ccccc1)c1ccccc1)c1ccccc1

The geometry in XYZ format:
```
54
Properties=species:S:1:pos:R:3:forces:R:3
S 1.832 1.610 2.184 -0.2 -0.4 -0.6
S -0.919 0.260 2.486 2.6 0.8 0.2
O 2.379 2.419 1.097 -0.6 -0.4 1.2
O -1.196 1.169 3.713 0.5 -1.2 2.1
O -0.377 -1.047 2.812 -0.5 0.6 0.0
O 1.909 2.075 3.569 0.4 -0.3 -1.0
C 3.553 -1.907 0.887 -0.1 0.3 0.0
C 1.882 -2.178 5.957 -0.1 0.0 -0.2
C -4.309 0.550 5.602 0.2 0.0 -0.1
C 2.885 -0.678 0.894 -0.2 0.0 0.1
C 1.798 0.569 6.035 -0.6 0.3 0.6
C -2.574 -0.047 1.848 -0.7 -0.1 -0.1
C 3.293 -0.490 3.265 -0.4 0.1 0.1
C -2.178 -1.197 5.951 -0.2 -0.1 -0.2
C 2.808 -1.525 6.768 -0.7 0.4 0.1
C 0.170 1.319 1.778 -0.8 -0.4 -2.9
C -5.209 -0.752 1.206 0.2 0.1 0.1
C -1.918 0.129 5.606 0.3 -0.4 1.1
C 2.740 -0.129 6.815 0.1 -0.1 -0.4
C -4.925 0.520 1.707 0.3 0.0 0.0
C -3.608 0.881 2.011 0.2 0.1 0.1
C -2.884 -1.360 1.446 0.5 0.2 0.1
C -2.995 1.006 5.546 -0.7 0.1 0.0
C -4.574 -0.825 5.692 0.2 0.0 0.5
C 0.702 -0.086 5.419 0.8 -0.7 0.3
C -0.566 0.700 5.195 -1.4 0.6 -0.3
C -3.499 -1.689 5.910 0.2 0.1 0.3
C 3.913 -1.738 3.260 0.1 0.1 -0.1
C 4.054 -2.449 2.071 -0.2 0.3 0.1
C 2.711 0.008 2.101 0.3 0.1 0.2
C -4.191 -1.698 1.090 0.2 0.2 0.1
C 0.837 -1.490 5.327 -0.1 0.0 0.1
H 4.563 -3.411 2.076 -0.1 0.2 -0.1
H -3.679 -2.755 6.098 0.1 0.5 -0.1
H -5.121 1.277 5.553 0.2 -0.3 0.0
H -5.729 1.232 1.896 0.2 -0.2 -0.2
H -2.791 2.065 5.411 -0.1 -0.1 -0.1
H -0.278 2.043 1.073 0.5 -0.6 0.4
H 0.122 -2.081 4.758 0.2 0.3 0.2
H 2.495 -0.249 -0.030 0.0 -0.1 0.2
H 4.280 -2.151 4.196 0.1 0.1 -0.2
H -0.427 1.734 5.551 0.0 -0.6 -0.2
H -2.103 -2.121 1.481 -0.2 0.3 -0.2
H 3.681 -2.445 -0.049 0.0 0.1 0.1
H 3.432 0.409 7.469 -0.1 0.0 -0.5
H -6.226 -1.016 0.927 0.2 0.1 0.1
H -5.610 -1.197 5.728 0.6 0.2 -0.2
H -4.413 -2.712 0.756 0.1 0.3 0.1
H -3.385 1.858 2.442 -0.1 -0.2 -0.2
H 3.218 0.094 4.184 0.0 -0.3 -0.3
H 3.501 -2.098 7.398 -0.2 0.4 -0.4
H 1.957 -3.257 5.823 -0.1 0.2 0.1
H 1.878 1.658 5.930 -0.2 -0.5 0.4
H -1.346 -1.831 6.259 -0.4 0.0 -0.4
```
Forces are in eV/Å.